# C16H15N5O3S3TeW

A molecular structure, C16H15N5O3S3TeW (ωB97M-V/def2-TZVPD, the OMol25 dataset).

Results
- Total charge: 0
- Total energy: -2647.8866 Ha
- Spin multiplicity: 3
- M: 732.97 u
- Maximum force: 0.87 eV Å⁻¹
- Energy above the lowest of the compared OMol25 structures with the same formula, charge and spin: 0.00 kcal/mol

Last column: Mulliken spin population.
Element x y z (Å)
C 0.158 2.464 0.629  0.00
N 0.275 -0.281 3.230  0.03
C 1.134 3.432 0.484  0.00
C 0.270 -5.055 -1.555  0.00
H 3.007 -1.869 3.632  0.00
H 5.418 0.659 1.173  0.00
H 6.478 1.752 5.598  0.00
O 2.953 -2.657 1.161  0.01
H 6.519 1.583 3.192  0.00
N 6.001 0.872 5.689  0.00
H -1.432 -6.220 -2.314  0.00
C 2.448 2.994 0.415  0.01
H 0.966 -5.158 -2.376  0.00
O -1.327 -0.966 0.011  0.05
C -0.486 -4.357 0.521  0.05
N 1.915 -0.494 0.787  -0.02
C 4.371 -0.591 4.675  0.00
Te -0.550 -3.399 2.399  -0.06
H 0.884 4.480 0.428  0.00
C 4.155 -0.652 2.290  0.00
H 4.080 -0.948 5.655  0.00
C -0.708 0.286 3.620  0.02
C -0.970 -5.616 -1.549  0.01
H 1.500 -3.851 -0.154  -0.01
S -2.000 1.045 4.131  0.02
H 5.517 0.759 6.563  0.00
H -0.896 2.704 0.700  0.00
S -1.804 -5.265 -0.099  0.00
C 5.137 0.319 2.160  0.00
S 3.360 -1.306 0.875  -0.01
H -3.115 -1.985 0.145  0.00
N 0.487 1.181 0.682  -0.02
C -2.746 -0.970 -0.013  0.01
C 5.365 0.390 4.562  0.00
H -3.074 -0.603 -0.985  0.00
H 3.260 3.702 0.296  0.00
C 1.799 0.862 0.635  -0.01
C 5.742 0.834 3.289  0.00
O 4.133 -1.015 -0.292  0.00
N 2.800 1.714 0.494  -0.01
W -0.008 -1.077 1.298  1.94
H -3.133 -0.320 0.774  0.00
C 3.772 -1.107 3.547  0.01
C 0.555 -4.334 -0.363  -0.01